{"formula": "C48H88B4F16N16Zn", "method": "ωB97M-V with the def2-TZVPD basis set", "homo_lumo_gap_ev": 9.0, "multiplicity": 1, "lumo_ev": -10.96, "total_charge": 6, "fmax_ev_per_a": 7.53, "elements": ["Zn", "C", "C", "N", "C", "C", "N", "C", "C", "H", "H", "H", "H", "H", "H", "H", "H", "H", "H", "H", "C", "C", "N", "C", "C", "N", "C", "C", "H", "H", "H", "H", "H", "H", "H", "H", "H", "H", "H", "C", "C", "N", "C", "C", "N", "C", "C", "H", "H", "H", "H", "H", "H", "H", "H", "H", "H", "H", "C", "C", "N", "C", "C", "N", "C", "C", "H", "H", "H", "H", "H", "H", "H", "H", "H", "H", "H", "C", "C", "N", "C", "C", "N", "C", "C", "H", "H", "H", "H", "H", "H", "H", "H", "H", "H", "H", "C", "C", "N", "C", "C", "N", "C", "C", "H", "H", "H", "H", "H", "H", "H", "H", "H", "H", "H", "C", "C", "N", "C", "C", "N", "C", "C", "H", "H", "H", "H", "H", "H", "H", "H", "H", "H", "H", "C", "C", "N", "C", "C", "N", "C", "C", "H", "H", "H", "H", "H", "H", "H", "H", "H", "H", "H", "B", "F", "F", "F", "F", "B", "F", "F", "F", "F", "B", "F", "F", "F", "F", "B", "F", "F", "F", "F"], "positions_angstrom": [[-9.7360, 15.3763, 7.6172], [-9.7584, 11.3022, 5.1567], [-10.2865, 10.0390, 4.3679], [-11.2759, 9.1494, 5.1350], [-11.0803, 7.7733, 5.4457], [-12.2414, 7.3581, 6.0703], [-13.1433, 8.4300, 6.1060], [-12.4781, 9.5733, 5.6707], [-14.4194, 8.4924, 6.7478], [-10.5800, 11.9754, 5.4017], [-9.1347, 11.8899, 4.4832], [-9.3401, 11.0095, 6.1198], [-9.3263, 9.5299, 4.2850], [-10.7673, 10.1423, 3.3951], [-10.2275, 7.2129, 5.0919], [-12.5209, 6.4058, 6.4962], [-12.9577, 10.5268, 5.8359], [-14.9815, 7.5612, 6.8174], [-14.9718, 9.1850, 6.1128], [-14.2476, 8.9567, 7.7189], [-3.3660, 21.1836, -0.3148], [-3.0318, 19.7507, 0.3767], [-4.0969, 19.1893, 1.1632], [-5.1969, 18.5950, 0.6421], [-5.9093, 18.0239, 1.7145], [-5.1993, 18.1975, 2.8816], [-4.0814, 18.8862, 2.5559], [-5.5782, 17.7519, 4.2943], [-2.4841, 21.7502, -0.6138], [-3.7825, 21.8195, 0.4664], [-4.0259, 21.0515, -1.1722], [-2.3228, 20.0861, 1.1335], [-2.4691, 19.1205, -0.3120], [-5.3689, 18.4775, -0.4176], [-6.8376, 17.4720, 1.7208], [-3.2642, 19.2217, 3.1772], [-5.8687, 18.5902, 4.9276], [-4.8499, 17.0528, 4.7053], [-6.4188, 17.0581, 4.2848], [-4.2333, 24.3473, 8.7797], [-5.6442, 24.6238, 9.2152], [-6.3974, 23.3801, 9.2437], [-6.9164, 22.8286, 10.4138], [-7.5278, 21.6031, 10.2495], [-7.3180, 21.3412, 8.8585], [-6.7192, 22.4859, 8.2687], [-7.9895, 20.2808, 8.1060], [-4.3219, 23.8611, 7.8082], [-3.6882, 23.7060, 9.4724], [-3.6563, 25.2474, 8.5677], [-6.0778, 25.3851, 8.5667], [-5.6232, 25.0796, 10.2051], [-6.8076, 23.2940, 11.3823], [-8.0436, 20.8240, 10.7911], [-6.4320, 22.6277, 7.2373], [-8.3367, 20.5720, 7.1146], [-8.7815, 19.7934, 8.6745], [-7.2982, 19.4845, 7.8300], [-4.8323, 13.7014, 7.5655], [-3.9899, 13.6701, 6.2727], [-4.6411, 13.2517, 5.1438], [-5.3602, 12.0531, 5.0387], [-5.9455, 12.0013, 3.8012], [-5.6312, 13.0941, 3.1272], [-4.9311, 13.9776, 3.9863], [-6.1768, 13.4381, 1.8339], [-4.2300, 13.6108, 8.4694], [-5.5223, 12.8782, 7.7505], [-5.0387, 14.7715, 7.5850], [-3.2977, 12.8429, 6.4296], [-3.2906, 14.4866, 6.0926], [-5.3976, 11.5008, 5.9660], [-6.7012, 11.3080, 3.4628], [-4.5213, 14.9308, 3.6866], [-5.6832, 14.3156, 1.4163], [-7.2310, 13.7004, 1.9234], [-5.9327, 12.6604, 1.1103], [-17.0345, 11.6522, 7.6007], [-16.6544, 12.8152, 8.6133], [-16.4417, 14.1900, 8.1239], [-17.5132, 15.0913, 7.8990], [-16.9276, 16.1640, 7.2032], [-15.5249, 16.0943, 7.2266], [-15.2601, 14.9158, 7.8082], [-14.5180, 16.9216, 6.6408], [-16.2300, 10.9370, 7.4293], [-17.2965, 12.0305, 6.6126], [-17.8910, 11.0486, 7.9011], [-15.8346, 12.4435, 9.2281], [-17.4906, 12.8216, 9.3123], [-18.5201, 14.7342, 8.0572], [-17.3664, 17.0388, 6.7464], [-14.2491, 14.5767, 7.9790], [-14.6654, 17.9272, 7.0347], [-14.5841, 16.8666, 5.5542], [-13.5532, 16.5267, 6.9593], [-10.0520, 14.4990, -1.1967], [-9.1987, 14.4640, 0.0575], [-10.1376, 14.4140, 1.2125], [-10.7700, 13.3021, 1.8101], [-11.6896, 13.7794, 2.7808], [-11.5774, 15.1152, 2.7974], [-10.7280, 15.5474, 1.8430], [-12.3760, 16.0073, 3.6233], [-9.5307, 15.0442, -1.9836], [-10.9681, 15.0462, -0.9746], [-10.5133, 13.5482, -1.4635], [-8.6886, 15.4273, 0.0535], [-8.4519, 13.6752, 0.1473], [-10.5908, 12.3036, 1.4396], [-12.3455, 13.2290, 3.4390], [-10.4214, 16.5201, 1.4877], [-13.4480, 15.8102, 3.6106], [-12.3776, 16.9586, 3.0912], [-11.8029, 16.2349, 4.5221], [-0.1756, 16.0740, 10.6047], [-1.3695, 16.6315, 11.4413], [-2.5407, 16.9302, 10.5763], [-3.8364, 16.4386, 10.8835], [-4.5601, 16.6214, 9.7009], [-3.8213, 17.4333, 8.8650], [-2.5457, 17.3840, 9.3028], [-4.2082, 18.0215, 7.5806], [0.6449, 15.8170, 11.2748], [0.1705, 16.9118, 9.9994], [-0.4082, 15.2192, 9.9696], [-1.2129, 17.5681, 11.9765], [-1.5547, 15.8451, 12.1730], [-4.0279, 15.9840, 11.8443], [-5.5812, 16.4518, 9.3925], [-1.7866, 17.7926, 8.6523], [-5.0457, 18.7189, 7.5670], [-4.2605, 17.3047, 6.7611], [-3.3427, 18.5508, 7.1820], [-14.0709, 10.7127, 11.6709], [-13.0756, 10.8609, 10.5458], [-11.7838, 10.3663, 10.8453], [-11.5224, 9.0260, 11.0713], [-10.1227, 8.9757, 11.3173], [-9.5298, 10.1769, 10.8959], [-10.6191, 11.0718, 10.8996], [-8.1960, 10.5378, 10.6845], [-14.9987, 11.1350, 11.2847], [-13.5834, 10.9736, 12.6102], [-14.6227, 9.7818, 11.8018], [-12.8826, 11.9118, 10.3301], [-13.3406, 10.5027, 9.5510], [-12.2230, 8.2118, 11.1836], [-9.6294, 8.0837, 11.6741], [-10.3177, 12.0848, 10.6774], [-8.1139, 10.9272, 9.6698], [-7.6284, 9.6088, 10.6291], [-7.7899, 11.2529, 11.3998], [-8.6166, 15.3100, 4.9233], [-8.3649, 14.1294, 4.1377], [-7.6275, 15.4302, 5.9061], [-8.4667, 16.4598, 4.2014], [-9.7565, 15.1606, 5.6074], [-10.7706, 17.6872, 7.4116], [-9.5571, 17.3339, 6.9308], [-10.6551, 18.2888, 8.6052], [-11.3003, 18.4902, 6.4517], [-11.4726, 16.4923, 7.5107], [-8.2028, 16.2446, 9.5937], [-9.4848, 15.9502, 9.8770], [-7.9299, 17.4959, 9.9987], [-7.4111, 15.3102, 10.2257], [-8.0424, 15.9897, 8.2351], [-10.9230, 12.9785, 7.9952], [-9.6230, 13.3068, 7.7482], [-11.6859, 13.7553, 7.1170], [-11.1441, 11.6598, 7.8815], [-11.3327, 13.3438, 9.2282]], "forces_ev_per_angstrom": [[-0.6, -0.4, 0.1], [-2.3, -0.3, -0.8], [0.3, -0.1, 1.7], [-0.3, 0.7, 1.4], [-2.0, 1.4, 0.0], [0.0, 0.9, -0.7], [4.0, 0.7, -0.6], [0.3, -3.9, -0.6], [-0.8, 1.1, 0.2], [-0.1, 0.1, 0.0], [0.4, -0.3, 0.3], [0.4, -0.1, -0.4], [-0.6, -1.0, -0.4], [0.4, 0.6, 0.1], [0.0, 0.2, 0.1], [0.1, 0.0, -0.3], [0.6, 0.2, -0.6], [0.5, -0.1, -0.1], [-0.5, -0.1, 0.3], [-0.5, -0.3, 0.2], [-0.4, -1.5, 0.9], [2.0, 3.9, 0.0], [-0.8, -2.3, 2.8], [-1.4, -1.2, 2.0], [0.3, 0.0, -1.3], [1.1, 0.7, 0.2], [-0.2, 0.9, -2.8], [-0.3, -0.6, -1.2], [0.3, -0.7, -0.2], [-0.5, -0.1, -0.2], [-0.1, 0.2, 0.2], [0.4, -0.4, 0.0], [-0.7, -0.6, 0.2], [-0.1, 0.4, 0.1], [0.1, 0.1, 0.0], [-0.2, -0.1, 0.2], [0.5, 0.0, -0.2], [0.7, 0.8, 0.0], [-0.5, 0.5, -0.7], [0.4, -0.3, -0.9], [0.8, 1.3, 0.1], [-2.4, -3.1, 0.6], [-0.4, -0.5, 1.6], [1.7, 1.0, -3.5], [0.1, 3.3, -0.7], [-0.1, -1.3, 2.2], [0.5, -0.9, -0.7], [0.4, -0.3, -0.1], [0.0, 0.1, 0.0], [-0.2, 0.1, 0.4], [-0.4, -0.4, -0.1], [-0.4, -0.4, 0.1], [0.1, 0.4, -0.3], [0.1, 0.5, 0.5], [-0.3, -0.3, 0.0], [-0.4, 0.7, 0.4], [0.0, 0.4, 0.0], [0.4, -0.1, 0.5], [1.5, 1.6, 0.1], [2.8, -1.9, 3.2], [-4.4, 0.6, -6.1], [0.8, 1.2, 0.5], [-0.4, -1.5, 2.0], [1.5, 3.9, 1.6], [-0.1, -3.7, 0.0], [0.3, 0.7, -0.8], [0.8, -0.1, -0.3], [-0.7, 0.7, -0.8], [-1.9, -0.3, 0.5], [0.5, 0.0, 0.1], [-0.6, 0.4, 0.0], [-0.2, -0.6, -0.6], [0.4, -0.1, -0.2], [0.0, -0.2, 0.1], [0.2, 0.1, 0.4], [0.0, -0.4, 0.1], [-0.4, -0.2, 0.2], [0.4, 0.9, -0.6], [-0.6, -1.7, 0.4], [1.6, 3.0, -0.5], [2.9, 0.1, -2.3], [-0.7, 0.3, 1.0], [-2.9, -3.8, 1.5], [-1.6, -2.0, 0.2], [0.4, 0.7, 0.0], [0.3, 0.2, 0.2], [0.0, 0.2, 0.0], [0.0, 0.4, 0.5], [0.4, 0.6, -0.2], [0.0, 0.6, 0.0], [-0.1, 0.5, -0.1], [-0.3, -0.1, 0.2], [-0.1, -0.3, 0.0], [0.3, 0.1, -0.4], [-0.1, 0.3, 0.1], [-0.1, 0.2, 0.0], [-0.8, -0.1, -0.1], [-1.0, 0.5, 0.0], [-2.6, 1.2, 3.4], [-0.6, 1.6, 0.4], [2.3, -2.0, -1.9], [0.1, 1.3, -1.4], [1.9, -3.3, -1.3], [0.5, 1.9, -0.8], [-0.1, -0.6, -0.3], [0.2, 0.6, 0.1], [0.8, -0.3, -0.5], [0.1, 0.0, 0.6], [-0.3, -0.1, -0.1], [0.0, 0.1, 0.2], [0.1, 0.2, -0.1], [-0.5, 0.2, 0.6], [0.3, -0.9, 0.6], [0.2, 0.2, 0.0], [-0.8, -0.5, 0.5], [-0.3, 1.7, 0.4], [1.0, -0.5, -0.5], [-1.0, -1.5, -1.0], [0.6, 0.5, -2.8], [-0.8, 1.3, 1.7], [1.0, -1.7, -0.2], [-0.7, 1.3, 1.1], [1.3, -0.2, -1.0], [-0.1, 0.0, 0.0], [0.3, -0.2, -0.3], [-0.3, 0.0, 0.2], [0.7, -0.2, 0.0], [-1.0, 0.3, -0.1], [-0.2, 0.0, -0.3], [0.0, -0.2, 0.7], [0.5, 0.0, 0.8], [-0.1, -0.4, 0.6], [-0.8, -0.6, 0.5], [0.1, 0.6, 0.6], [-0.9, -0.9, -0.9], [-0.5, 1.5, -0.6], [2.8, -0.5, 0.6], [3.9, 0.9, 1.4], [-1.7, -0.8, -2.0], [-6.4, 0.0, 3.1], [1.9, -2.3, -2.0], [1.9, -0.2, -0.8], [0.2, 1.7, 0.8], [-0.8, 0.6, 0.0], [1.3, -1.1, 0.0], [-0.4, 0.3, 0.3], [-0.4, -0.6, 0.1], [-0.2, 0.4, 0.0], [0.5, 0.2, -0.4], [-1.2, 0.3, 0.0], [0.0, 0.4, 0.0], [0.3, 0.2, 0.5], [-0.1, -0.2, 0.1], [3.8, -0.7, -0.8], [-0.3, 0.7, 0.1], [1.0, -0.7, 0.4], [-1.0, 0.6, -1.4], [-3.3, -0.5, 0.4], [-1.1, 3.0, -0.3], [3.0, -0.8, -0.8], [0.0, 0.4, 1.2], [-1.3, 0.6, -0.7], [-1.0, -2.2, 0.5], [1.1, -0.4, 2.6], [-3.2, -0.9, -0.4], [0.8, 1.5, -0.4], [1.1, -0.6, 0.4], [1.4, 0.2, -1.5], [-2.5, -0.1, 0.2], [2.7, 0.8, -0.2], [-0.4, 0.4, -1.2], [-0.1, -2.1, -0.8], [0.1, 1.0, 2.1]], "lowdin_charge": [0.964, -0.050, -0.102, -0.027, 0.035, 0.026, -0.100, 0.032, 0.001, 0.050, 0.056, 0.086, 0.113, 0.118, 0.140, 0.147, 0.158, 0.126, 0.098, 0.089, -0.020, -0.143, -0.049, 0.016, -0.012, -0.062, 0.045, 0.044, 0.089, 0.074, 0.075, 0.115, 0.139, 0.152, 0.121, 0.161, 0.106, 0.065, 0.068, -0.063, -0.167, -0.033, -0.002, 0.057, -0.075, 0.040, -0.004, 0.066, 0.090, 0.101, 0.143, 0.139, 0.144, 0.143, 0.156, 0.107, 0.092, 0.068, -0.023, -0.208, -0.055, 0.044, -0.034, -0.083, 0.095, 0.008, 0.086, 0.087, 0.056, 0.143, 0.142, 0.140, 0.147, 0.144, 0.103, 0.069, 0.122, -0.039, -0.140, -0.030, 0.057, 0.029, -0.093, 0.030, 0.025, 0.034, 0.077, 0.088, 0.100, 0.128, 0.147, 0.141, 0.149, 0.129, 0.101, 0.080, -0.047, -0.169, -0.029, 0.027, -0.007, -0.099, 0.046, 0.035, 0.099, 0.086, 0.095, 0.117, 0.110, 0.130, 0.138, 0.171, 0.113, 0.113, 0.099, -0.048, -0.130, -0.028, 0.075, -0.002, -0.080, -0.007, 0.013, 0.097, 0.071, 0.084, 0.138, 0.129, 0.146, 0.105, 0.166, 0.091, 0.063, 0.100, -0.035, -0.213, -0.065, 0.033, 0.036, -0.086, 0.060, -0.014, 0.074, 0.109, 0.088, 0.118, 0.120, 0.144, 0.138, 0.157, 0.097, 0.115, 0.119, -1.350, 0.092, 0.118, 0.163, 0.200, -1.455, 0.186, 0.233, 0.196, 0.153, -1.433, 0.225, 0.219, 0.157, 0.126, -1.488, 0.199, 0.128, 0.199, 0.183]}